# 1
{"formula": "C29H29N4O4Pd", "method": "ωB97M-V with the def2-TZVPD basis set", "elements": ["Pd", "O", "C", "O", "C", "C", "C", "C", "C", "N", "H", "H", "H", "H", "C", "C", "C", "C", "C", "N", "C", "O", "N", "C", "C", "C", "C", "N", "C", "C", "C", "H", "H", "H", "H", "H", "H", "H", "H", "H", "H", "H", "H", "H", "C", "C", "C", "C", "C", "C", "C", "O", "C", "C", "C", "H", "H", "H", "H", "H", "H", "H", "H", "H", "H", "H", "H"], "positions_angstrom": [[0.824, 0.062, 0.771], [0.878, -3.033, -2.184], [0.989, -2.321, -1.232], [1.183, -1.094, -1.100], [0.870, -3.033, 0.209], [0.877, -4.412, 0.287], [0.772, -4.962, 1.560], [0.665, -4.130, 2.662], [0.652, -2.755, 2.474], [0.761, -2.235, 1.252], [0.945, -5.009, -0.608], [0.759, -6.037, 1.673], [0.574, -4.525, 3.663], [0.538, -2.075, 3.309], [2.387, 5.909, -1.351], [1.183, 5.565, -0.584], [-0.056, 5.384, -1.238], [-1.189, 5.091, -0.535], [-1.146, 4.928, 0.878], [-2.289, 4.572, 1.504], [-2.641, 4.561, 2.892], [-3.654, 5.110, 3.202], [-1.814, 3.947, 3.795], [-0.853, 2.951, 3.720], [-0.113, 2.664, 4.877], [0.853, 1.678, 4.846], [1.060, 0.979, 3.664], [0.342, 1.228, 2.568], [-0.590, 2.182, 2.580], [0.090, 5.140, 1.543], [1.215, 5.449, 0.825], [2.364, 5.505, -2.363], [3.307, 5.632, -0.840], [2.424, 7.000, -1.475], [-0.101, 5.503, -2.310], [-2.133, 4.975, -1.047], [-3.138, 4.719, 0.954], [-2.094, 4.174, 4.749], [-0.296, 3.217, 5.788], [1.432, 1.448, 5.726], [1.817, 0.202, 3.594], [-1.159, 2.309, 1.668], [0.135, 5.116, 2.620], [2.146, 5.635, 1.341], [5.428, 0.772, -4.532], [4.144, 0.975, -3.842], [2.947, 1.037, -4.548], [1.721, 1.206, -3.918], [0.505, 1.205, -4.766], [1.688, 1.364, -2.494], [0.415, 1.474, -1.839], [0.190, 1.682, -0.637], [2.910, 1.339, -1.762], [2.971, 1.585, -0.292], [4.098, 1.114, -2.441], [5.320, 0.869, -5.608], [5.819, -0.227, -4.321], [6.184, 1.468, -4.165], [2.974, 0.922, -5.621], [0.759, 1.482, -5.787], [-0.278, 1.873, -4.413], [0.084, 0.197, -4.806], [-0.453, 1.334, -2.498], [2.444, 2.501, -0.007], [4.007, 1.634, 0.044], [2.486, 0.719, 0.273], [5.026, 1.073, -1.889]], "forces_ev_per_angstrom": [[-1.33, -3.06, -1.27], [0.23, 0.66, -0.94], [-0.86, -4.08, 3.17], [0.22, 4.82, 0.90], [0.21, 0.34, -2.40], [-0.15, 0.26, 0.86], [0.02, -0.23, -0.41], [-0.08, 0.40, 0.15], [-0.03, -0.42, 0.39], [0.02, 1.88, 0.65], [0.02, 0.05, -0.13], [0.03, -0.03, 0.12], [0.00, -0.02, 0.00], [0.02, -0.03, -0.06], [-0.03, -0.28, 0.09], [0.53, 0.07, -0.54], [-1.24, -0.17, -0.03], [0.41, 0.22, -1.43], [-1.53, -0.67, 0.98], [1.25, 0.94, -1.65], [-0.08, -0.30, 1.54], [0.12, 0.09, -0.42], [-0.46, 0.71, 0.25], [0.97, -1.13, -0.34], [-0.04, 0.03, -0.34], [-0.21, 0.04, -0.22], [0.16, -0.10, 0.15], [0.68, -0.90, -0.77], [-0.45, 0.39, 0.09], [1.54, 0.28, 0.35], [-0.59, -0.20, 1.23], [-0.05, 0.00, -0.03], [0.03, 0.01, 0.07], [-0.05, 0.24, 0.03], [-0.06, 0.00, -0.10], [-0.12, -0.03, -0.10], [-0.05, -0.30, -0.02], [-0.13, 0.02, -0.27], [-0.02, 0.06, 0.11], [0.07, -0.04, 0.05], [-0.12, 0.10, 0.01], [0.07, -0.12, -0.02], [0.00, -0.04, 0.09], [0.04, 0.02, 0.08], [0.31, -0.05, -0.17], [-0.42, -0.05, 0.08], [-0.05, -0.06, 0.13], [0.29, 0.01, 0.10], [-0.34, -0.01, -0.19], [0.36, 0.07, 0.22], [-0.15, -0.22, -0.83], [0.01, 0.00, 0.85], [0.18, 0.13, -0.14], [-0.05, -0.34, 0.31], [-0.29, 0.17, 0.25], [0.09, 0.03, -0.05], [-0.03, -0.09, 0.03], [0.03, 0.06, -0.04], [-0.04, 0.03, -0.12], [-0.03, 0.00, -0.02], [-0.01, 0.02, -0.08], [-0.05, -0.06, 0.02], [0.00, 0.15, 0.15], [0.06, -0.18, 0.03], [-0.08, -0.01, 0.03], [1.14, 0.95, -0.51], [0.08, 0.00, 0.09]], "lowdin_charge": [0.99, 0.16, -0.58, -0.05, -0.16, 0.04, 0.01, -0.01, -0.10, 0.04, 0.14, 0.13, 0.13, 0.11, 0.03, -0.15, 0.04, 0.08, -0.15, 0.26, -0.44, 0.23, 0.17, -0.21, 0.05, 0.01, -0.10, -0.03, -0.06, 0.07, 0.05, 0.11, 0.11, 0.15, 0.15, 0.15, 0.19, 0.19, 0.14, 0.14, 0.12, 0.11, 0.13, 0.15, 0.00, -0.19, 0.05, -0.15, -0.01, -0.09, -0.17, -0.10, -0.18, -0.03, 0.06, 0.10, 0.12, 0.11, 0.14, 0.10, 0.08, 0.13, 0.14, 0.08, 0.10, 0.03, 0.14], "gap_ev": [2.2, 2.4], "e_tot_ev": -48143.61762, "spin_multiplicity": 1, "total_charge": 3}

***

# 2
{"formula": "C29H29N4O4Pt", "method": "ωB97M-V with the def2-TZVPD basis set", "elements": ["Pt", "C", "N", "C", "C", "C", "N", "C", "C", "C", "C", "C", "C", "C", "O", "C", "C", "C", "N", "C", "C", "C", "C", "C", "C", "C", "O", "H", "H", "H", "H", "H", "H", "H", "H", "H", "H", "H", "H", "H", "H", "H", "H", "H", "H", "H", "H", "H", "H", "H", "H", "H", "O", "C", "N", "C", "O", "C", "C", "C", "C", "C", "C", "H", "H", "H", "H"], "positions_angstrom": [[0.136, 0.295, 0.896], [1.049, 3.101, 0.314], [0.747, 2.272, 1.505], [1.974, 2.172, 2.355], [3.265, 1.696, 1.693], [3.186, 0.352, 0.954], [2.038, -0.398, 1.442], [2.199, -1.532, 2.008], [1.154, -2.244, 2.692], [1.360, -3.556, 3.124], [0.385, -4.219, 3.838], [-0.807, -3.558, 4.128], [-1.017, -2.254, 3.716], [-0.038, -1.579, 3.001], [-0.256, -0.275, 2.700], [-0.305, 2.988, 2.330], [-1.659, 2.320, 2.420], [-2.302, 2.023, 1.082], [-1.741, 0.815, 0.501], [-2.410, 0.281, -0.551], [-2.137, -1.119, -1.024], [-2.907, -1.573, -2.107], [-2.665, -2.784, -2.712], [-1.635, -3.588, -2.220], [-0.874, -3.162, -1.155], [-1.094, -1.909, -0.568], [-0.240, -1.559, 0.406], [1.468, 4.056, 0.641], [0.135, 3.281, -0.244], [1.760, 2.595, -0.332], [1.716, 1.522, 3.191], [2.173, 3.172, 2.750], [3.980, 1.622, 2.516], [3.654, 2.450, 1.008], [4.110, -0.211, 1.097], [3.052, 0.510, -0.106], [3.203, -1.957, 2.041], [2.296, -4.049, 2.884], [0.542, -5.235, 4.171], [-1.585, -4.074, 4.677], [-1.937, -1.730, 3.942], [-0.414, 3.989, 1.911], [0.077, 3.100, 3.344], [-2.303, 2.988, 2.995], [-1.580, 1.388, 2.973], [-2.202, 2.883, 0.399], [-3.376, 1.877, 1.236], [-3.484, 0.408, -0.416], [-3.698, -0.933, -2.482], [-3.258, -3.101, -3.559], [-1.418, -4.540, -2.686], [-0.066, -3.765, -0.760], [2.446, 0.745, -1.883], [1.309, 0.761, -2.255], [0.165, 0.895, -1.394], [-0.892, 0.996, -2.204], [-2.108, 1.158, -1.847], [-0.531, 0.882, -3.633], [-1.303, 0.852, -4.771], [-0.640, 0.617, -5.976], [0.739, 0.445, -6.015], [1.508, 0.498, -4.850], [0.835, 0.712, -3.671], [-2.375, 0.997, -4.728], [-1.206, 0.567, -6.896], [1.223, 0.266, -6.965], [2.581, 0.361, -4.868]], "forces_ev_per_angstrom": [[0.21, 0.82, -1.96], [0.04, 0.08, -0.01], [-0.23, -0.25, 0.10], [0.17, 0.02, 0.04], [-0.07, -0.04, -0.09], [0.06, 0.19, 0.27], [0.18, -0.17, -0.84], [-0.02, 0.03, 0.30], [0.12, 0.05, -0.07], [0.01, -0.02, -0.01], [-0.06, 0.00, 0.00], [0.06, 0.01, -0.02], [-0.15, 0.07, 0.10], [-0.21, 0.14, 0.04], [-0.01, -0.24, 0.77], [-0.01, 0.04, 0.14], [-0.10, -0.03, -0.03], [0.06, 0.02, -0.14], [-0.41, -0.44, 0.91], [-0.04, -0.47, 0.96], [-0.08, 0.24, -0.34], [-0.06, 0.00, 0.12], [0.02, -0.03, 0.02], [-0.05, 0.02, 0.02], [0.08, -0.09, 0.01], [0.21, 0.12, 0.11], [-0.08, -0.27, -0.24], [-0.02, 0.00, 0.02], [-0.02, -0.01, 0.01], [0.04, 0.00, 0.03], [-0.04, 0.00, 0.01], [-0.08, 0.00, 0.05], [0.02, 0.04, -0.01], [0.01, 0.04, 0.05], [-0.04, -0.08, 0.08], [0.01, 0.00, 0.02], [0.03, 0.08, 0.05], [0.00, 0.02, 0.02], [0.00, 0.00, -0.02], [0.00, 0.02, 0.02], [0.00, -0.05, 0.00], [0.05, 0.01, -0.01], [0.11, 0.00, -0.04], [0.03, 0.06, -0.03], [-0.08, 0.05, 0.11], [0.01, 0.02, 0.04], [0.00, -0.09, -0.07], [-0.02, 0.39, -0.45], [-0.01, 0.00, 0.02], [-0.01, -0.02, 0.03], [-0.03, -0.01, 0.04], [0.00, 0.01, -0.04], [0.20, -0.02, 0.01], [-0.42, 0.03, -0.21], [0.57, -0.73, 0.33], [-0.03, 0.38, 0.11], [0.01, -0.08, -0.69], [-0.03, 0.19, 0.21], [-0.16, 0.01, -0.08], [-0.04, 0.05, 0.08], [0.07, 0.03, 0.07], [0.08, -0.03, -0.09], [0.11, -0.06, 0.21], [0.01, -0.04, -0.02], [0.00, 0.01, 0.00], [0.00, 0.00, 0.01], [-0.01, -0.01, -0.02]], "lowdin_charge": [1.62, -0.06, -0.28, -0.19, -0.13, -0.17, -0.09, -0.03, -0.16, -0.02, -0.06, -0.04, 0.01, -0.31, -0.22, -0.16, -0.17, -0.21, -0.18, -0.24, -0.12, -0.03, -0.08, -0.07, 0.00, -0.30, -0.22, 0.11, 0.09, 0.07, 0.12, 0.13, 0.12, 0.12, 0.13, 0.07, 0.15, 0.12, 0.11, 0.11, 0.13, 0.13, 0.13, 0.13, 0.10, 0.12, 0.13, 0.16, 0.12, 0.11, 0.11, 0.12, 0.12, -0.35, 0.11, -0.29, 0.08, -0.08, 0.03, -0.04, -0.04, 0.02, -0.09, 0.13, 0.11, 0.11, 0.13], "gap_ev": 7.3, "e_tot_ev": -47934.69087, "de_lowest_kcal_mol": 20.6, "spin_multiplicity": 1, "total_charge": 1}